No. 1
The following is a DFT calculation (ωB97M-V/def2-TZVPD) of a cluster of 15 separate species, C27H84N18O15 in total at a distorted geometry.

Cartesian coordinates (Å):
C (-0.164, -0.241, 11.022)
C (-0.285, -0.318, 9.474)
C (0.930, 0.150, 8.636)
O (-0.592, -1.579, 9.073)
H (0.258, 0.674, 11.437)
H (0.405, -1.113, 11.344)
H (-1.173, -0.322, 11.426)
H (-1.074, 0.354, 9.139)
H (1.840, -0.398, 8.880)
H (1.189, 1.209, 8.660)
H (0.641, -0.045, 7.603)
H (-1.459, -1.582, 8.660)
C (5.002, -9.273, 4.612)
C (4.130, -8.258, 3.906)
C (4.228, -6.852, 4.463)
O (4.456, -8.265, 2.602)
H (6.015, -8.878, 4.532)
H (5.053, -10.267, 4.167)
H (4.697, -9.419, 5.648)
H (3.078, -8.540, 3.960)
H (3.761, -6.604, 5.416)
H (3.827, -6.198, 3.688)
H (5.292, -6.617, 4.478)
H (5.355, -7.934, 2.536)
C (-0.241, 0.228, 0.689)
C (-1.351, 1.326, 0.733)
C (-1.149, 2.556, -0.274)
O (-2.524, 0.738, 0.364)
H (-0.372, -0.760, 1.131)
H (0.683, 0.696, 1.029)
H (0.094, -0.065, -0.306)
H (-1.232, 1.709, 1.746)
H (-1.648, 2.457, -1.238)
H (-0.133, 2.927, -0.413)
H (-1.598, 3.399, 0.250)
H (-2.279, 0.064, -0.274)
C (9.528, -2.768, -0.454)
C (8.162, -3.312, 0.074)
C (7.223, -3.395, -1.087)
O (8.289, -4.644, 0.545)
H (9.441, -1.866, -1.060)
H (10.029, -3.561, -1.009)
H (10.151, -2.504, 0.401)
H (7.818, -2.673, 0.887)
H (7.478, -4.166, -1.813)
H (7.297, -2.473, -1.663)
H (6.176, -3.453, -0.791)
H (8.706, -5.084, -0.199)
C (-2.852, -0.525, -6.130)
C (-4.101, 0.186, -6.638)
C (-4.450, 0.263, -8.199)
O (-5.114, -0.274, -5.793)
H (-2.066, 0.094, -5.697)
H (-2.424, -1.089, -6.959)
H (-3.040, -1.253, -5.342)
H (-3.807, 1.202, -6.374)
H (-3.508, 0.512, -8.687)
H (-5.247, 0.943, -8.500)
H (-4.709, -0.737, -8.546)
H (-5.844, 0.027, -6.339)
C (1.063, -8.807, -5.444)
C (0.209, -7.768, -4.762)
C (1.140, -6.589, -4.463)
O (-0.780, -7.610, -5.755)
H (0.475, -9.689, -5.697)
H (1.971, -8.947, -4.858)
H (1.399, -8.510, -6.438)
H (-0.251, -8.168, -3.858)
H (0.702, -5.833, -3.811)
H (1.418, -6.101, -5.397)
H (2.120, -6.915, -4.116)
H (-1.620, -7.947, -5.436)
C (-6.608, 3.573, 4.988)
O (-5.421, 3.742, 5.338)
N (-7.596, 3.983, 5.568)
N (-6.976, 2.881, 3.955)
H (-7.584, 4.666, 6.312)
H (-8.526, 3.839, 5.203)
H (-6.238, 2.533, 3.359)
H (-7.942, 2.612, 3.835)
C (-9.401, 4.263, -3.294)
O (-9.547, 3.125, -2.944)
N (-8.197, 4.641, -3.815)
N (-10.295, 5.207, -3.261)
H (-7.940, 5.616, -3.879)
H (-7.553, 3.898, -4.050)
H (-11.119, 5.017, -2.708)
H (-10.365, 5.834, -4.050)
C (-9.081, -4.926, -3.216)
O (-9.761, -5.921, -3.025)
N (-7.846, -4.800, -2.769)
N (-9.489, -3.836, -3.804)
H (-7.136, -4.182, -3.136)
H (-7.633, -5.633, -2.238)
H (-8.748, -3.152, -3.744)
H (-10.293, -3.711, -4.403)
C (4.339, 2.982, -5.304)
O (3.951, 3.953, -4.592)
N (3.970, 1.732, -5.259)
N (5.018, 3.147, -6.395)
H (4.238, 1.218, -6.086)
H (3.230, 1.376, -4.671)
H (5.325, 2.377, -6.972)
H (5.025, 4.077, -6.787)
C (0.187, 7.052, 5.761)
O (1.174, 7.585, 5.340)
N (0.006, 6.524, 6.916)
N (-0.787, 6.803, 4.943)
H (0.833, 6.292, 7.446)
H (-0.895, 6.227, 7.262)
H (-1.241, 5.928, 5.164)
H (-0.780, 7.260, 4.042)
C (-3.847, -7.179, 2.074)
O (-3.309, -8.150, 1.594)
N (-4.448, -7.235, 3.234)
N (-3.778, -5.946, 1.685)
H (-4.719, -8.122, 3.633)
H (-4.703, -6.404, 3.748)
H (-3.326, -5.747, 0.804)
H (-4.078, -5.154, 2.235)
C (5.340, 9.243, 0.098)
O (6.253, 9.252, -0.776)
N (4.315, 8.460, -0.010)
N (5.276, 10.046, 1.114)
H (3.593, 8.404, 0.694)
H (4.507, 7.792, -0.743)
H (4.612, 9.748, 1.815)
H (6.087, 10.535, 1.465)
C (-1.295, 7.591, -4.695)
O (-2.520, 7.898, -4.698)
N (-0.416, 8.037, -3.845)
N (-0.602, 6.754, -5.468)
H (-0.839, 8.599, -3.120)
H (0.537, 7.708, -3.789)
H (-1.033, 6.205, -6.198)
H (0.351, 6.490, -5.264)
C (7.424, 4.158, 1.670)
O (6.864, 3.613, 2.596)
N (7.117, 4.123, 0.397)
N (8.413, 5.002, 1.767)
H (6.412, 3.454, 0.120)
H (7.729, 4.544, -0.288)
H (8.421, 5.699, 1.036)
H (8.729, 5.252, 2.693)

For the gap between HOMO and LUMO, the calculation gives 9.35 eV. The net charge is 0. The HOMO energy is -9.466 eV.

=====

No. 2
The following is a DFT calculation (ωB97M-V/def2-TZVPD) of an isolated molecule of C8H8N6S at a distorted geometry.

Cartesian coordinates (Å):
N (1.270, -3.600, 1.257)
N (0.713, -4.584, -0.760)
N (-1.083, -3.131, -1.414)
N (-1.720, 1.134, 1.497)
S (-0.063, -0.834, 2.420)
C (1.497, -4.582, 0.387)
C (-0.090, -3.562, -0.580)
C (-1.744, -2.070, -1.041)
C (-0.485, 0.795, 1.811)
C (0.249, -2.904, 0.662)
C (-0.490, -1.819, 1.026)
N (-1.493, -1.401, 0.167)
N (0.374, 1.869, 1.580)
C (-1.770, 2.524, 1.000)
C (-0.344, 3.083, 1.142)
H (2.279, -5.301, 0.543)
H (-2.489, -1.730, -1.740)
H (-1.958, -0.519, 0.397)
H (1.318, 1.838, 1.963)
H (-2.491, 3.165, 1.536)
H (-2.056, 2.558, -0.099)
H (0.052, 3.462, 0.178)
H (-0.223, 3.867, 1.895)

Its SMILES is c1nc2nc[nH]c(SC3=NCCN3)c-2n1. For the gap between HOMO and LUMO, the calculation gives 8.93 eV. The net charge is 0. The HOMO energy is -8.921 eV.

=====

No. 3
The following is a DFT calculation (ωB97M-V/def2-TZVPD) of a cluster of 2 separate species, C4H11NOS in total at a distorted geometry.

Cartesian coordinates (Å):
C (1.246, 0.285, 0.099)
C (0.746, -0.910, 0.293)
C (1.135, 1.328, 1.212)
C (0.752, -2.042, -0.683)
N (-1.426, 0.720, -1.243)
O (-2.376, 0.965, 1.160)
S (-2.077, -0.162, 0.006)
H (1.692, 0.405, -0.908)
H (0.334, -1.118, 1.255)
H (-0.020, 1.431, 1.341)
H (1.636, 0.889, 2.094)
H (1.534, 2.319, 1.053)
H (1.152, -1.687, -1.748)
H (1.239, -2.913, -0.257)
H (-0.322, -2.285, -0.973)
H (-1.766, 0.587, -2.163)
H (-0.386, 0.693, -1.396)
H (-3.095, 1.496, 0.857)

Its SMILES is C/C=C/C.NSO. For the gap between HOMO and LUMO, the calculation gives 9.23 eV. The net charge is 0. The HOMO energy is -8.407 eV.

=====

No. 4
The following is a DFT calculation (ωB97M-V/def2-TZVPD) of an isolated molecule of H4N4 at a distorted geometry.

Cartesian coordinates (Å):
N (1.111, -0.906, -0.063)
N (-0.148, 0.417, -1.339)
N (-0.477, 0.442, 0.896)
N (0.241, -0.051, -0.258)
H (1.492, -1.200, -0.964)
H (-1.015, 1.080, -1.216)
H (0.043, 0.274, 1.881)
H (-1.248, -0.056, 1.063)

For the gap between HOMO and LUMO, the calculation gives 10.12 eV. The net charge is 0. The HOMO energy is -9.090 eV.

=====

No. 5
The following is a DFT calculation (ωB97M-V/def2-TZVPD) of an isolated molecule of C5H14N2 at a distorted geometry.

Cartesian coordinates (Å):
N (1.090, 0.906, -1.617)
C (-1.719, -0.915, -1.600)
C (-1.188, 0.231, -0.734)
C (0.344, 0.192, -0.578)
C (0.812, 0.809, 0.746)
N (0.256, 0.185, 1.959)
C (0.464, -1.261, 1.904)
H (1.207, 1.887, -1.370)
H (0.721, 0.759, -2.538)
H (-1.173, -1.811, -1.272)
H (-2.786, -1.033, -1.475)
H (-1.363, -0.834, -2.625)
H (-1.420, 1.202, -1.176)
H (-1.583, 0.200, 0.285)
H (0.686, -0.846, -0.624)
H (1.905, 0.857, 0.721)
H (0.436, 1.839, 0.714)
H (0.793, 0.555, 2.720)
H (-0.312, -1.747, 1.312)
H (1.476, -1.562, 1.623)
H (0.230, -1.694, 2.888)

Its SMILES is CC[C@@H](N)CNC. For the gap between HOMO and LUMO, the calculation gives 10.13 eV. The net charge is 0. The HOMO energy is -9.000 eV.

=====

No. 6
The following is a DFT calculation (ωB97M-V/def2-TZVPD) of a structure of composition C47H54N2OP2PdSSi.

Cartesian coordinates (Å):
Pd (-0.030, -0.315, -0.246)
C (-0.537, 2.771, 1.726)
Si (-0.619, 2.057, 0.002)
C (0.458, 3.154, -1.067)
C (0.402, 4.523, -0.780)
C (1.318, 5.432, -1.287)
C (2.373, 4.971, -2.059)
C (2.460, 3.624, -2.371)
C (1.492, 2.719, -1.932)
P (1.660, 0.941, -2.347)
C (2.693, 0.830, -3.815)
C (2.551, 1.715, -4.890)
C (3.348, 1.594, -6.015)
C (4.306, 0.592, -6.085)
C (4.464, -0.289, -5.026)
C (3.659, -0.175, -3.904)
C (1.668, -0.957, -1.774)
C (2.417, -1.253, -0.630)
C (2.596, -2.569, -0.190)
C (2.002, -3.594, -0.891)
C (1.224, -3.319, -2.027)
C (1.041, -2.026, -2.457)
C (-2.460, 1.909, -0.384)
C (-3.219, 3.084, -0.283)
C (-4.599, 3.082, -0.393)
C (-5.278, 1.886, -0.582)
C (-4.563, 0.706, -0.682)
C (-3.169, 0.717, -0.600)
P (-2.326, -0.868, -0.849)
C (-3.239, -2.117, 0.085)
C (-3.202, -2.120, 1.477)
C (-3.974, -3.010, 2.201)
C (-4.800, -3.912, 1.540)
C (-4.856, -3.907, 0.155)
C (-4.084, -3.014, -0.573)
C (-2.536, -1.340, -2.567)
C (-2.051, -2.582, -2.985)
C (-2.254, -3.006, -4.285)
C (-2.945, -2.196, -5.180)
C (-3.438, -0.967, -4.770)
C (-3.237, -0.537, -3.465)
H (-0.835, 3.821, 1.713)
H (0.472, 2.738, 2.126)
H (-1.219, 2.252, 2.399)
H (-0.369, 4.908, -0.122)
H (1.229, 6.484, -1.054)
H (3.127, 5.656, -2.424)
H (3.291, 3.284, -2.973)
H (1.823, 2.513, -4.848)
H (3.225, 2.284, -6.839)
H (4.930, 0.502, -6.963)
H (5.213, -1.067, -5.070)
H (3.806, -0.872, -3.089)
H (2.955, -0.432, -0.171)
H (3.205, -2.775, 0.680)
H (2.138, -4.620, -0.576)
H (0.782, -4.141, -2.576)
H (0.464, -1.817, -3.347)
H (-2.723, 4.032, -0.108)
H (-5.149, 4.010, -0.317)
H (-6.356, 1.874, -0.651)
H (-5.095, -0.225, -0.828)
H (-2.578, -1.413, 1.999)
H (-3.935, -3.007, 3.282)
H (-5.401, -4.611, 2.104)
H (-5.505, -4.599, -0.364)
H (-4.148, -3.020, -1.652)
H (-1.534, -3.227, -2.286)
H (-1.886, -3.972, -4.604)
H (-3.108, -2.530, -6.195)
H (-3.987, -0.342, -5.461)
H (-3.635, 0.419, -3.153)
C (0.644, -1.348, 6.608)
C (-0.877, -1.422, 6.621)
C (-1.589, -0.266, 5.924)
C (-1.392, -0.201, 4.414)
N (-0.086, 0.384, 4.085)
C (0.706, 0.113, 3.059)
S (0.164, -1.101, 1.891)
N (1.899, 0.680, 3.022)
C (2.958, 0.450, 2.042)
C (4.339, 0.646, 2.663)
C (4.880, -0.581, 3.395)
C (4.059, -1.025, 4.598)
H (1.079, -2.137, 7.219)
H (0.998, -0.396, 7.013)
H (1.059, -1.462, 5.604)
H (-1.226, -1.456, 7.654)
H (-1.203, -2.363, 6.167)
H (-1.283, 0.690, 6.366)
H (-2.664, -0.333, 6.105)
H (-2.171, 0.399, 3.934)
H (-1.422, -1.201, 3.987)
H (0.261, 1.055, 4.759)
H (2.113, 1.351, 3.749)
H (2.800, 1.116, 1.186)
H (2.839, -0.577, 1.708)
H (4.312, 1.510, 3.337)
H (5.025, 0.928, 1.863)
H (5.901, -0.364, 3.710)
H (4.958, -1.407, 2.682)
H (3.952, -0.217, 5.326)
H (4.537, -1.859, 5.110)
H (3.059, -1.359, 4.317)
C (-0.534, 1.533, -3.759)
O (0.083, 0.679, -2.780)
H (-1.599, 1.341, -3.716)
H (-0.152, 1.271, -4.746)
H (-0.346, 2.585, -3.542)

The spin multiplicity is 5. For the gap between HOMO and LUMO (spin up / spin down), the calculation gives 6.20 / 5.31 eV. The net charge is +2. The HOMO energy (spin up / spin down) is -10.597 / -13.609 eV.

=====

no.,calculated total energy (Ha)
1,-3193.3328
2,-1036.3596
3,-687.1079
4,-221.2820
5,-308.3900
6,-3505.8372